Entry from OMol25: an isolated molecule of C11H17F9N2O2S (ωB97M-V/def2-TZVPD).

CARTESIAN COORDINATES (ANGSTROEM)
C1 1.053 -1.598 2.420
C2 1.531 -0.604 1.202
N1 2.752 -1.303 0.645
N2 1.999 0.743 1.790
C3 1.506 1.960 0.982
O1 1.432 3.248 1.331
C4 1.031 1.262 -0.456
C5 2.168 1.004 -1.612
C6 3.541 1.855 -1.259
O2 3.245 3.299 -1.404
C7 0.337 -0.094 0.200
C8 -0.138 -1.028 -1.064
C9 -1.225 -2.191 -0.691
C10 -2.817 -1.730 -0.926
F1 -2.956 -1.228 -2.303
F2 -3.552 -3.055 -0.927
C11 -3.460 -0.874 0.276
F3 -4.797 -1.497 0.608
F4 -2.642 -1.074 1.531
S1 -3.739 0.935 0.062
F5 -5.142 0.785 1.094
F6 -4.789 0.789 -1.276
F7 -2.343 1.224 -0.869
F8 -2.825 1.199 1.528
F9 -4.034 2.623 0.036
H1 -0.097 -1.442 2.601
H2 1.264 -2.697 2.076
H3 1.681 -1.392 3.392
H4 2.549 -1.830 -0.233
H5 3.554 -0.624 0.505
H6 1.326 0.826 2.606
H7 0.197 1.846 -1.069
H8 2.453 -0.147 -1.717
H9 1.733 1.317 -2.671
H10 4.000 1.578 -0.211
H11 4.340 1.607 -2.109
H12 3.267 3.756 -0.500
H13 -0.509 0.230 0.976
H14 0.802 -1.580 -1.548
H15 -0.579 -0.326 -1.890
H16 -1.059 -2.706 0.361
H17 -1.060 -3.066 -1.487

Results
M	412.32	g/mol
Kohn-Sham gap	7.13	eV
energy relative to the best compared isomer or geometry (same formula, charge and spin)	210.73	kcal/mol
net charge	0

Atom charges from the Löwdin analysis, given in e for atoms 1 to 8: -0.0495 -0.4828 0.0441 0.0750 -0.2237 -0.0221 -0.1550 -0.1373

Entry from OMol25: a cluster of 2 separate species, C11H17FP in total (ωB97M-V/def2-TZVPD).

CARTESIAN COORDINATES (ANGSTROEM)
C1 2.172 -0.183 0.538
P1 2.083 0.865 -0.858
C2 0.645 2.125 -0.706
C3 0.036 2.293 0.683
C4 3.515 2.037 -0.609
C5 4.019 2.285 0.816
H1 2.363 0.306 1.498
H2 1.317 -0.861 0.609
H3 -0.121 1.744 -1.388
H4 0.945 3.104 -1.102
H5 0.790 2.576 1.420
H6 -0.417 1.357 1.014
H7 -0.745 3.063 0.694
H8 4.331 1.616 -1.204
H9 3.264 2.993 -1.077
H10 4.681 1.483 1.139
H11 3.195 2.352 1.528
H12 4.580 3.224 0.878
F1 -0.723 -1.498 -0.894
C6 -1.883 -2.087 -0.606
C7 -2.432 -1.891 0.649
C8 -3.640 -2.503 0.946
C9 -4.281 -3.298 0.004
C10 -3.707 -3.479 -1.247
C11 -2.500 -2.872 -1.563
H13 -1.906 -1.271 1.362
H14 -4.084 -2.357 1.923
H15 -5.223 -3.774 0.244
H16 -4.200 -4.100 -1.984
H17 -2.032 -2.995 -2.530

Results
M	199.23	g/mol
Kohn-Sham gap	4.49	eV
net charge	-1

Atom charges from the Löwdin analysis, given in e for atoms 1 to 8: -0.4855 0.6898 -0.4742 -0.2082 -0.4822 -0.2030 -0.0892 -0.1101

Entry from OMol25: a structure of composition C11H17IrN10OSe4 (ωB97M-V/def2-TZVPD).

CARTESIAN COORDINATES (ANGSTROEM)
Ir1 0.883 -0.627 -0.388
Se1 1.276 -3.032 -0.305
Se2 3.325 -3.515 0.594
Se3 4.355 -1.530 1.037
Se4 3.241 0.069 -0.173
C1 -1.305 -0.748 4.664
N1 -0.145 -0.871 3.788
C2 1.184 -0.943 4.383
C3 -0.247 -0.725 2.449
N2 0.778 -0.610 1.669
N3 -1.541 -0.705 1.953
C4 -1.951 -0.688 0.632
N4 -3.281 -0.542 0.450
N5 -1.145 -0.832 -0.359
H1 -0.965 -0.797 5.693
H2 -2.011 -1.570 4.520
H3 -1.814 0.211 4.535
H4 1.086 -1.285 5.409
H5 1.688 0.027 4.382
H6 1.799 -1.673 3.854
H7 1.667 -0.598 2.147
H8 -2.278 -0.762 2.633
H9 -3.866 -0.202 1.194
H10 -3.593 -0.354 -0.494
H11 -1.613 -0.680 -1.249
N6 0.233 -1.177 -4.474
C5 1.077 -0.101 -4.592
C6 1.461 0.209 -3.329
N7 0.855 -0.665 -2.453
C7 0.122 -1.491 -3.177
H12 -0.235 -1.651 -5.228
H13 1.323 0.340 -5.541
H14 2.123 0.985 -2.987
H15 -0.487 -2.294 -2.800
N8 1.012 3.611 -1.024
C8 0.308 2.479 -1.234
O1 0.683 1.490 -0.517
C9 -0.719 2.538 -2.211
C10 -0.894 3.755 -2.921
N9 -0.963 4.768 -3.467
C11 -1.598 1.489 -2.503
N10 -2.325 0.625 -2.764
H16 1.731 3.598 -0.323
H17 0.766 4.477 -1.474

Results
M	813.38	g/mol
Kohn-Sham gap (spin up / spin down)	7.10 / 5.20	eV
energy relative to the best compared isomer or geometry (same formula, charge and spin)	5.46	kcal/mol
net charge	+1
<S²>	0.7573
multiplicity	2

Atom charges from the Löwdin analysis, given in e for atoms 1 to 8: 0.7886 0.1751 0.1009 0.0757 0.1708 -0.0266 -0.1336 -0.0172

Entry from OMol25: a cluster of 2 separate species, C11H17N in total (ωB97M-V/def2-TZVPD).

CARTESIAN COORDINATES (ANGSTROEM)
C1 0.497 0.230 2.062
C2 1.563 -1.461 0.925
C3 1.956 -2.548 0.361
C4 1.251 2.010 -1.016
C5 -0.046 1.837 -1.176
C6 0.303 0.221 3.371
C7 0.082 -0.350 -2.319
C8 -0.637 0.575 -1.590
C9 -0.734 1.038 4.015
C10 -0.335 -1.579 -3.005
C11 -2.128 0.277 -1.540
N1 1.614 -0.374 1.450
H1 -0.008 0.911 1.483
H2 1.727 -2.830 -0.639
H3 2.343 -3.359 1.071
H4 1.664 2.880 -0.475
H5 1.974 1.266 -1.280
H6 -0.722 2.661 -1.053
H7 0.963 -0.397 3.908
H8 0.927 0.141 -2.725
H9 -0.644 2.098 3.792
H10 -0.769 0.937 5.226
H11 -1.753 0.818 3.640
H12 0.428 -1.786 -3.792
H13 -1.316 -1.429 -3.513
H14 -0.536 -2.576 -2.464
H15 -2.762 1.208 -1.049
H16 -2.420 -0.722 -1.088
H17 -2.481 0.303 -2.579

Results
M	163.26	g/mol
Kohn-Sham gap	9.00	eV
energy relative to the best compared isomer or geometry (same formula, charge and spin)	87.46	kcal/mol
net charge	0

Atom charges from the Löwdin analysis, given in e for atoms 1 to 8: -0.1566 -0.2115 0.0088 0.0008 -0.1750 -0.1686 -0.1522 -0.3061

Entry from OMol25: a structure of composition C11H17N2O7V (ωB97M-V/def2-TZVPD).

CARTESIAN COORDINATES (ANGSTROEM)
V1 0.491 -0.050 -0.489
C1 3.481 -0.856 -0.527
O1 2.445 0.180 -0.661
C2 2.953 1.543 -0.766
C3 1.785 2.404 -1.198
O2 0.585 1.981 -0.471
C4 0.232 2.640 0.781
C5 0.614 1.730 1.932
O3 0.326 0.373 1.508
C6 0.635 -0.639 2.515
H1 4.161 -0.769 -1.367
H2 4.006 -0.710 0.413
H3 2.980 -1.816 -0.552
H4 3.366 1.830 0.199
H5 3.741 1.576 -1.515
H6 1.990 3.458 -1.031
H7 1.554 2.253 -2.248
H8 0.738 3.600 0.844
H9 -0.839 2.813 0.745
H10 1.671 1.796 2.188
H11 0.021 1.961 2.815
H12 -0.044 -0.522 3.354
H13 0.484 -1.613 2.060
H14 1.667 -0.527 2.841
O4 -3.756 -4.023 -0.938
C7 -4.295 -2.812 -0.843
O5 -5.461 -2.628 -0.678
C8 -3.373 -1.624 -0.800
C9 -3.849 -0.340 -0.626
N1 -2.794 0.483 -0.549
N2 -1.635 -0.174 -0.676
C10 -1.992 -1.462 -0.837
C11 -0.845 -2.373 -1.075
O6 -0.863 -3.554 -1.121
O7 0.296 -1.600 -1.196
H15 -2.787 -4.023 -1.008
H16 -4.869 0.008 -0.562
H17 -2.821 1.486 -0.464

Results
M	340.21	g/mol
Kohn-Sham gap (spin up / spin down)	7.59 / 8.24	eV
net charge	+2
<S²>	2.0106
multiplicity	3

Atom charges from the Löwdin analysis, given in e for atoms 1 to 8: 1.1932 0.0427 -0.3173 -0.0925 -0.0694 -0.2500 -0.0706 -0.1013

Entry from OMol25: a structure of composition C11H17N4OPtS5Sb (ωB97M-V/def2-TZVPD).

CARTESIAN COORDINATES (ANGSTROEM)
Pt1 1.355 1.708 -0.208
S1 1.897 3.502 -4.988
Sb1 2.164 3.829 -2.736
S2 0.159 3.356 -1.496
S3 3.210 1.941 -1.622
S4 3.145 5.817 -2.182
C1 -0.720 0.704 6.640
C2 0.196 1.262 5.582
C3 1.149 2.224 5.885
C4 1.890 2.695 4.812
N1 1.742 2.261 3.570
C5 0.816 1.294 3.362
S5 0.608 0.609 1.788
N2 0.027 0.796 4.351
H1 -0.444 1.067 7.632
H2 -0.684 -0.387 6.630
H3 -1.749 1.002 6.429
H4 1.303 2.590 6.891
H5 2.644 3.465 4.958
C6 -1.043 0.507 -3.800
N3 -0.958 -0.876 -3.321
C7 -1.728 -1.865 -4.041
C8 -1.196 -3.252 -3.759
C9 -1.176 -3.463 -2.261
N4 -0.403 -2.420 -1.620
C10 0.043 -2.681 -0.260
C11 -0.370 -1.118 -2.094
O1 0.183 -0.212 -1.492
H6 -0.682 0.565 -4.829
H7 -0.432 1.158 -3.180
H8 -2.079 0.863 -3.764
H9 -1.657 -1.639 -5.104
H10 -2.791 -1.811 -3.769
H11 -0.174 -3.325 -4.138
H12 -1.809 -4.011 -4.251
H13 -0.714 -4.420 -2.018
H14 -2.203 -3.491 -1.870
H15 0.704 -3.553 -0.251
H16 -0.805 -2.869 0.408
H17 0.581 -1.819 0.117

Results
M	698.46	g/mol
Kohn-Sham gap (spin up / spin down)	4.93 / 5.44	eV
energy relative to the best compared isomer or geometry (same formula, charge and spin)	35.96	kcal/mol
net charge	-2
<S²>	2.0104
multiplicity	3

Atom charges from the Löwdin analysis, given in e for atoms 1 to 8: 0.2432 -0.3974 -0.2734 -0.2208 -0.2146 -0.3859 -0.0563 -0.3769

Entry from OMol25: an isolated molecule of C11H17P (ωB97M-V/def2-TZVPD).

CARTESIAN COORDINATES (ANGSTROEM)
C1 -2.008 -2.131 -1.126
C2 0.428 3.629 -0.335
C3 -1.128 -1.158 -1.016
C4 -0.509 -0.660 0.260
C5 -1.176 1.629 -0.453
C6 -1.277 0.611 0.645
C7 -0.362 2.603 -0.342
C8 0.987 -0.755 0.170
C9 -2.800 0.333 1.061
C10 1.588 -2.150 0.186
C11 3.712 0.065 0.094
P1 1.981 0.620 0.319
H1 -2.463 -2.179 -2.034
H2 -2.216 -2.796 -0.394
H3 1.247 3.716 -1.054
H4 0.332 4.525 0.294
H5 -0.884 -0.511 -1.831
H6 -0.659 -1.347 1.030
H7 -1.757 1.554 -1.376
H8 -0.912 1.023 1.554
H9 -3.515 0.537 0.259
H10 -3.021 -0.688 1.299
H11 -3.202 0.839 1.847
H12 0.783 -2.827 0.311
H13 2.223 -2.389 -0.696
H14 2.217 -2.078 1.028
H15 4.318 0.724 -0.659
H16 3.803 -1.024 -0.081
H17 4.269 0.286 1.041

Results
M	180.23	g/mol
Kohn-Sham gap	8.97	eV
energy relative to the best compared isomer or geometry (same formula, charge and spin)	87.23	kcal/mol
net charge	0

Atom charges from the Löwdin analysis, given in e for atoms 1 to 8: 0.0542 -0.0328 -0.1358 -0.3668 -0.1231 -0.2912 -0.1846 -0.5100

Entry from OMol25: an isolated molecule of C11H17P (ωB97M-V/def2-TZVPD).

CARTESIAN COORDINATES (ANGSTROEM)
C1 -0.739 1.617 0.585
C2 -0.526 -0.196 -1.214
C3 -1.060 0.990 1.642
C4 -0.504 -1.427 -0.649
C5 0.182 0.923 -0.556
C6 1.312 0.231 0.168
C7 -1.544 0.151 -2.383
C8 -1.541 0.648 2.949
C9 -1.171 -2.646 -1.082
C10 2.032 0.837 1.413
C11 2.508 -0.050 -0.877
P1 0.693 -1.391 0.730
H1 -0.810 2.607 0.276
H2 0.412 1.605 -1.352
H3 -2.245 -0.674 -2.362
H4 -1.051 0.311 -3.279
H5 -1.928 1.234 -2.151
H6 -0.770 0.783 3.773
H7 -1.769 -0.486 2.915
H8 -2.246 1.394 3.312
H9 -0.520 -3.560 -1.047
H10 -1.516 -2.564 -2.206
H11 -2.145 -2.847 -0.506
H12 2.910 1.401 1.083
H13 2.432 0.028 2.120
H14 1.329 1.405 1.903
H15 3.396 -0.460 -0.237
H16 2.855 0.906 -1.398
H17 2.025 -0.772 -1.570

Results
M	180.23	g/mol
Kohn-Sham gap (spin up / spin down)	7.06 / 8.05	eV
energy relative to the best compared isomer or geometry (same formula, charge and spin)	0.00	kcal/mol
net charge	0
<S²>	2.0228
multiplicity	3

Atom charges from the Löwdin analysis, given in e for atoms 1 to 8: -0.0649 -0.2811 -0.1052 -0.5051 -0.2772 -0.7232 -0.0052 -0.1126

Entry from OMol25: a cluster of 2 separate species, C11H18 in total (ωB97M-V/def2-TZVPD).

CARTESIAN COORDINATES (ANGSTROEM)
C1 0.442 -1.849 1.693
C2 -0.448 -1.966 2.897
C3 0.543 -3.137 0.953
H1 0.366 -1.046 0.926
H2 1.510 -1.646 2.024
H3 -1.196 -1.086 2.765
H4 -0.051 -1.746 3.948
H5 -0.224 -3.347 0.168
H6 1.373 -3.181 0.114
H7 -1.020 -2.906 3.197
H8 0.618 -3.997 1.586
C4 -0.856 1.704 0.953
C5 -1.081 3.172 1.069
C6 -0.287 1.100 -0.399
C7 1.093 1.319 -0.755
C8 -1.064 0.247 -1.171
C9 1.599 0.685 -1.937
C10 -0.474 -0.360 -2.319
C11 0.869 -0.189 -2.743
H9 -0.390 1.284 1.877
H10 -1.907 1.168 1.040
H11 -0.384 3.819 0.525
H12 1.868 1.896 -0.136
H13 -2.063 0.045 -0.944
H14 2.685 0.789 -2.302
H15 -1.257 -0.951 -3.001
H16 1.159 -0.542 -3.732
H17 -1.121 3.598 2.034
H18 -1.990 3.493 0.465

Results
M	150.27	g/mol
Kohn-Sham gap (spin up / spin down)	2.92 / 7.28	eV
energy relative to the best compared isomer or geometry (same formula, charge and spin)	51.23	kcal/mol
net charge	-1
<S²>	0.7609
multiplicity	2

Atom charges from the Löwdin analysis, given in e for atoms 1 to 8: -0.3518 -0.1584 -0.1785 0.0937 0.1114 0.0781 0.0680 0.0677

Entry from OMol25: a cluster of 2 separate species, C11H18 in total (ωB97M-V/def2-TZVPD).

CARTESIAN COORDINATES (ANGSTROEM)
C1 -1.489 -1.903 0.769
C2 -2.652 -2.595 1.420
C3 -1.492 -2.094 -0.750
C4 -1.246 -0.416 1.084
H1 -0.555 -2.394 1.069
H2 -2.817 -2.366 2.486
H3 -2.206 -1.432 -1.252
H4 -0.500 -1.935 -1.175
H5 -1.789 -3.093 -1.070
H6 -1.206 -0.286 2.159
H7 -0.269 -0.166 0.753
H8 -2.006 0.201 0.618
H9 -2.512 -3.679 1.484
H10 -3.647 -2.434 0.990
C5 2.445 -0.034 0.618
C6 0.922 1.940 -2.206
C7 0.947 3.240 -1.719
C8 1.367 0.856 -1.463
C9 1.828 1.106 -0.170
C10 1.300 3.437 -0.394
C11 1.755 2.372 0.378
H11 0.596 1.853 -3.240
H12 0.755 4.052 -2.407
H13 1.116 -0.156 -1.738
H14 1.292 4.412 0.077
H15 2.757 0.219 1.629
H16 3.346 -0.330 0.077
H17 2.161 2.541 1.368
H18 1.798 -0.912 0.604

Results
M	150.27	g/mol
Kohn-Sham gap	10.04	eV
energy relative to the best compared isomer or geometry (same formula, charge and spin)	13.16	kcal/mol
net charge	0

Atom charges from the Löwdin analysis, given in e for atoms 1 to 8: -0.4861 -0.1012 -0.0931 -0.0622 0.1214 0.0751 0.0802 0.0595

Entry from OMol25: a cluster of 2 separate species, C11H18 in total (ωB97M-V/def2-TZVPD).

CARTESIAN COORDINATES (ANGSTROEM)
C1 -0.873 -2.007 2.063
C2 1.899 0.631 1.971
C3 0.682 -0.096 2.161
C4 2.691 -0.056 1.093
C5 0.262 -1.235 1.507
C6 2.261 -1.071 0.218
C7 1.095 -1.756 0.530
H1 2.437 1.412 2.605
H2 0.133 0.294 3.020
H3 3.728 0.200 0.936
H4 2.957 -1.361 -0.584
H5 -0.457 -2.696 2.914
H6 -1.535 -2.521 1.237
H7 0.893 -2.707 0.045
H8 -1.765 -1.324 2.387
C8 -1.330 1.096 -1.158
C9 -1.850 1.949 -2.272
C10 -1.286 -0.445 -1.622
C11 0.136 1.510 -0.989
H9 -1.871 1.209 -0.139
H10 -1.513 2.888 -1.792
H11 -0.623 -0.552 -2.510
H12 -1.037 -1.198 -0.837
H13 -2.185 -0.696 -2.081
H14 0.212 2.624 -1.285
H15 0.561 1.386 0.057
H16 -2.971 1.880 -2.555
H17 -1.354 1.694 -3.229
H18 0.700 0.947 -1.690

Results
M	150.27	g/mol
Kohn-Sham gap	9.99	eV
energy relative to the best compared isomer or geometry (same formula, charge and spin)	58.17	kcal/mol
net charge	0

Atom charges from the Löwdin analysis, given in e for atoms 1 to 8: -0.0858 -0.0834 -0.0774 -0.1399 -0.3613 -0.0778 -0.0741 0.1336

Entry from OMol25: a cluster of 2 separate species, C11H18 in total (ωB97M-V/def2-TZVPD).

CARTESIAN COORDINATES (ANGSTROEM)
C1 -2.350 1.835 -0.373
C2 -0.221 3.006 0.338
C3 -0.984 1.859 0.253
C4 1.039 3.016 0.943
C5 1.491 1.838 1.506
C6 -0.413 0.648 0.660
C7 0.863 0.627 1.192
H1 -0.599 3.937 -0.081
H2 1.757 3.822 0.818
H3 -2.601 2.633 -1.064
H4 -3.093 1.944 0.423
H5 2.411 1.831 2.072
H6 -0.785 -0.321 0.375
H7 1.487 -0.241 1.348
H8 -2.535 0.868 -0.831
C8 0.424 -2.334 -0.835
C9 0.579 -2.939 0.557
C10 1.043 -3.209 -1.957
C11 -1.096 -2.127 -1.227
H9 0.950 -1.381 -0.889
H10 1.433 -3.637 0.516
H11 0.938 -4.265 -1.690
H12 0.639 -2.911 -2.919
H13 2.122 -3.047 -1.937
H14 -1.688 -2.722 -0.538
H15 -1.485 -1.118 -1.194
H16 -1.193 -2.517 -2.234
H17 -0.181 -3.685 0.808
H18 0.681 -2.183 1.324

Results
M	150.27	g/mol
Kohn-Sham gap	9.95	eV
energy relative to the best compared isomer or geometry (same formula, charge and spin)	26.20	kcal/mol
net charge	0

Atom charges from the Löwdin analysis, given in e for atoms 1 to 8: -0.0464 -0.0581 -0.2715 -0.0860 -0.0990 -0.0487 -0.0853 0.1103

no.,largest force on an atom (hartree/bohr),DFT total energy (eV)
1,0.1648,-54040.5280
2,0.0065,-23687.6300
3,0.0124,-292853.5757
4,0.0699,-13167.7580
5,0.0461,-54667.5808
6,0.0138,-83654.6143
7,0.0716,-20966.5426
8,0.0834,-20965.3709
9,0.0871,-11695.6537
10,0.0359,-11698.7093
11,0.0664,-11696.7575
12,0.0323,-11698.1437